(1)
Density functional theory data (ωB97M-V with the def2-TZVPD basis set) for a 3-piece molecular cluster, C5H7NO overall.

The SMILES is C1=CC1.C#N.C=O. For the LUMO energy, the calculation gives 0.364 eV. The HOMO-LUMO gap comes out at 9.6 eV. The calculation puts the largest force on an atom at 1.27 eV/A. The energy above the lowest of the compared OMol25 structures with the same formula, charge and spin comes out at 125.0 kcal per mole.

The geometry in XYZ format:
```
14
Properties=species:S:1:pos:R:3:forces:R:3:nbo_charge:R:1
C 0.288 -1.220 0.391 0.486 -0.808 -0.430 -0.32
C 0.591 -1.031 -0.868 0.198 -0.590 0.255 -0.03
C 1.496 -0.378 0.091 0.308 0.150 0.070 -0.43
H -0.063 -2.039 0.990 -0.085 0.043 0.187 0.24
H 0.547 -1.455 -1.852 -0.039 0.156 -0.052 0.24
H 1.406 0.696 0.301 -0.035 -0.198 -0.102 0.21
H 2.504 -0.788 0.169 -0.033 0.179 0.088 0.19
C -0.755 1.697 -1.414 0.090 -0.557 -1.013 0.15
N -0.523 0.735 -2.008 -0.487 1.151 0.216 -0.39
H -1.009 2.636 -0.979 0.091 -0.069 0.045 0.25
C -1.078 0.244 1.258 -0.451 0.656 0.395 0.23
O -0.718 1.374 0.961 -0.199 -0.286 0.467 -0.60
H -0.791 -0.189 2.228 0.036 -0.024 -0.061 0.13
H -1.896 -0.282 0.732 0.121 0.196 -0.067 0.13
```
Forces are in eV/Å.


(2)
Density functional theory data (ωB97M-V with the def2-TZVPD basis set) for C8H6BeN2O3 as an isolated structure.

For the LUMO energy, the calculation gives -9.347 eV. As for the net charge: +2. The HOMO-LUMO gap comes out at 6.9 eV. The calculation puts the largest force on an atom at 6.10 eV/A. The energy above the lowest of the compared OMol25 structures with the same formula, charge and spin comes out at 0.0 kcal per mole.

The geometry in XYZ format:
```
20
Properties=species:S:1:pos:R:3:forces:R:3:nbo_charge:R:1
O -0.998 1.574 -2.682 0.261 -3.153 3.656 -0.30
C -0.892 0.847 -1.793 -0.364 2.869 -3.502 0.43
Be -0.007 -0.029 0.018 -0.856 -1.155 0.251 1.47
C -0.248 1.568 0.813 -1.083 5.292 2.617 0.37
C 1.528 -0.199 -0.907 5.173 -0.862 -3.123 0.37
O -0.489 2.589 1.291 1.140 -4.693 -2.135 -0.25
O 2.476 -0.358 -1.545 -4.465 0.772 3.002 -0.25
N -1.401 -4.503 3.518 0.187 0.907 -0.691 -0.70
C -1.085 -3.480 2.677 -0.463 -1.446 1.151 0.29
C 0.112 -3.487 1.934 0.563 0.739 -0.770 -0.27
C 0.409 -2.427 1.097 -0.525 -0.854 0.799 0.08
N -0.433 -1.357 0.957 0.195 1.239 -0.743 -0.85
C -1.599 -1.332 1.683 -0.042 -1.102 0.740 0.06
C -1.945 -2.372 2.530 -0.176 1.141 -0.541 -0.27
H -0.812 -5.312 3.657 0.163 0.218 -0.242 0.43
H -2.251 -4.522 4.067 0.070 0.279 -0.229 0.43
H 0.800 -4.318 2.033 0.037 0.111 -0.107 0.26
H 1.341 -2.418 0.533 -0.261 -0.039 0.119 0.22
H -2.247 -0.454 1.588 0.248 -0.388 -0.045 0.23
H -2.873 -2.335 3.099 0.198 0.126 -0.208 0.27
```
Forces are in eV/Å.


(3)
Density functional theory data (ωB97M-V with the def2-TZVPD basis set) for one molecule with the formula C3H3N5.

The SMILES is [H]/N=c1\nccnnn1. For the LUMO energy, the calculation gives -0.989 eV. The HOMO-LUMO gap comes out at 8.6 eV. The calculation puts the largest force on an atom at 5.61 eV/A. The energy above the lowest of the compared OMol25 structures with the same formula, charge and spin comes out at 89.9 kcal per mole.

The geometry in XYZ format:
```
11
Properties=species:S:1:pos:R:3:forces:R:3:nbo_charge:R:1
H 2.036 0.790 1.136 0.786 -3.727 -0.665 0.35
N 1.949 -0.336 0.792 -1.945 5.069 -1.421 -0.55
C 1.093 -0.049 -0.154 -0.300 -0.324 2.864 0.44
N 0.653 1.308 -0.486 -0.819 -0.871 -0.772 -0.40
C -0.625 1.473 -0.349 1.159 1.247 -0.766 0.07
C -1.330 0.513 0.485 -1.605 1.397 2.168 -0.01
N -1.294 -0.731 0.694 -0.178 -0.743 -1.262 -0.23
N -0.766 -1.428 -0.459 -2.120 -0.143 1.802 0.07
N 0.329 -1.099 -0.787 3.902 0.569 -2.229 -0.17
H -1.137 2.509 -0.603 1.237 -2.258 0.556 0.23
H -1.829 1.073 1.298 -0.116 -0.216 -0.276 0.21
```
Forces are in eV/Å.


(4)
Density functional theory data (ωB97M-V with the def2-TZVPD basis set) for one molecule with the formula C17H21N3O5.

The SMILES is CCCCCOC(=O)C1=C(C)NC(=O)N[C@H]1c1ccc([N+](=O)[O-])cc1. For the LUMO energy, the calculation gives -0.460 eV. The HOMO-LUMO gap comes out at 8.6 eV. The calculation puts the largest force on an atom at 1.33 eV/A. The energy above the lowest of the compared OMol25 structures with the same formula, charge and spin comes out at 90.5 kcal per mole.

The geometry in XYZ format:
```
46
Properties=species:S:1:pos:R:3:forces:R:3:nbo_charge:R:1
C 5.423 0.062 -3.791 -0.155 -0.214 0.055 -0.60
C 4.229 -0.527 -3.048 0.062 0.333 -0.032 -0.39
C 3.428 0.559 -2.332 -0.066 -0.368 0.122 -0.39
C 2.292 0.013 -1.469 -0.221 0.042 -0.143 -0.42
C 1.172 -0.614 -2.296 0.426 0.334 -0.164 -0.07
O 0.109 -1.077 -1.462 -0.118 -0.140 0.152 -0.52
C -0.788 -0.159 -1.071 -0.050 -0.011 -0.063 0.79
O -0.741 1.001 -1.424 0.063 -0.049 -0.032 -0.64
C -1.839 -0.678 -0.197 -0.373 -0.033 0.046 -0.25
C -2.029 -1.969 0.164 0.285 0.536 -0.315 0.31
C -1.144 -3.113 -0.204 0.084 -0.172 0.046 -0.65
N -3.128 -2.290 0.920 0.031 -0.256 0.130 -0.63
C -4.253 -1.478 1.049 -0.067 -0.070 -0.117 0.78
O -5.286 -1.914 1.500 -0.309 -0.152 0.228 -0.62
N -4.085 -0.219 0.589 -0.056 0.259 -0.174 -0.62
C -2.796 0.379 0.331 0.401 -0.002 -0.097 -0.07
C -2.176 1.014 1.565 -0.036 0.154 0.036 -0.01
C -1.278 2.067 1.408 -0.088 -0.080 0.060 -0.21
C -0.662 2.633 2.505 0.095 0.074 0.354 -0.17
C -0.953 2.146 3.774 -0.579 -0.555 -1.059 0.00
N -0.315 2.732 4.924 0.239 0.214 0.445 0.53
O 0.461 3.645 4.735 0.188 0.216 0.010 -0.38
O -0.589 2.276 6.014 -0.027 -0.060 0.272 -0.38
C -1.851 1.100 3.949 0.220 0.184 0.224 -0.19
C -2.457 0.538 2.843 0.029 0.078 -0.156 -0.17
H 5.090 0.784 -4.533 0.020 0.098 -0.100 0.20
H 5.982 -0.721 -4.299 0.115 -0.006 -0.085 0.21
H 6.092 0.567 -3.098 0.099 0.073 0.040 0.20
H 4.582 -1.256 -2.316 -0.060 -0.091 0.018 0.19
H 3.590 -1.051 -3.761 -0.020 -0.114 0.013 0.19
H 4.106 1.124 -1.688 0.009 0.088 -0.043 0.21
H 3.018 1.254 -3.068 0.028 0.125 -0.030 0.20
H 1.861 0.831 -0.887 -0.013 -0.061 0.042 0.22
H 2.679 -0.732 -0.771 0.004 -0.010 0.056 0.20
H 1.516 -1.502 -2.828 -0.060 0.090 0.012 0.19
H 0.777 0.120 -3.006 0.070 -0.156 0.032 0.20
H -1.104 -3.225 -1.286 0.000 -0.051 0.004 0.25
H -1.507 -4.038 0.236 -0.027 -0.061 0.029 0.21
H -0.128 -2.928 0.135 0.007 -0.060 -0.002 0.25
H -3.278 -3.255 1.181 -0.068 0.194 -0.044 0.42
H -4.872 0.400 0.711 -0.030 -0.177 0.059 0.42
H -2.912 1.152 -0.437 -0.002 -0.186 0.159 0.24
H -1.059 2.428 0.415 0.013 0.057 -0.062 0.25
H 0.036 3.449 2.400 0.011 0.024 -0.009 0.25
H -2.061 0.744 4.946 -0.006 -0.009 0.022 0.25
H -3.158 -0.271 2.981 -0.068 -0.033 0.062 0.21
```
Forces are in eV/Å.


Please write out number 1 again, unchanged.
Density functional theory data (ωB97M-V with the def2-TZVPD basis set) for a 3-piece molecular cluster, C5H7NO overall.

The SMILES is C1=CC1.C#N.C=O. For the LUMO energy, the calculation gives 0.364 eV. The HOMO-LUMO gap comes out at 9.6 eV. The calculation puts the largest force on an atom at 1.27 eV/A. The energy above the lowest of the compared OMol25 structures with the same formula, charge and spin comes out at 125.0 kcal per mole.

The geometry in XYZ format:
```
14
Properties=species:S:1:pos:R:3:forces:R:3:nbo_charge:R:1
C 0.288 -1.220 0.391 0.486 -0.808 -0.430 -0.32
C 0.591 -1.031 -0.868 0.198 -0.590 0.255 -0.03
C 1.496 -0.378 0.091 0.308 0.150 0.070 -0.43
H -0.063 -2.039 0.990 -0.085 0.043 0.187 0.24
H 0.547 -1.455 -1.852 -0.039 0.156 -0.052 0.24
H 1.406 0.696 0.301 -0.035 -0.198 -0.102 0.21
H 2.504 -0.788 0.169 -0.033 0.179 0.088 0.19
C -0.755 1.697 -1.414 0.090 -0.557 -1.013 0.15
N -0.523 0.735 -2.008 -0.487 1.151 0.216 -0.39
H -1.009 2.636 -0.979 0.091 -0.069 0.045 0.25
C -1.078 0.244 1.258 -0.451 0.656 0.395 0.23
O -0.718 1.374 0.961 -0.199 -0.286 0.467 -0.60
H -0.791 -0.189 2.228 0.036 -0.024 -0.061 0.13
H -1.896 -0.282 0.732 0.121 0.196 -0.067 0.13
```
Forces are in eV/Å.


> Among the records above, which one has the lowest LUMO energy?

C8H6BeN2O3


> Among the records above, which one has the lowest LUMO energy?

C8H6BeN2O3


> Look up the LUMO energy of the second one.

-9.347 eV